Entry from the Open Molecules 2025 dataset: an isolated molecule of C10H14N2OS (wB97M-V/def2-TZVPD).

Geometry (Å):
C 0.33778 -1.26873 0.21474
C 0.27568 0.05424 0.88551
C 1.62399 -0.44063 -1.81922
C -2.22301 0.55107 -0.28728
C -0.89224 -1.57808 -0.68524
C 0.08635 1.21647 0.24190
C 2.29825 -0.10249 -0.79892
C 0.35840 2.46442 0.98417
C 3.34276 0.65439 -0.14615
C -3.18169 -1.42722 0.42081
N 1.54634 -1.38782 -0.61971
N -2.00207 -0.76304 -0.19958
O -3.10685 1.21343 0.16291
S -0.82095 1.31604 -1.21425
H 0.55089 -2.13302 0.82728
H 0.72402 -0.06436 1.94074
H 1.36420 -0.45700 -2.87280
H -0.86838 -1.34364 -1.82350
H -1.28945 -2.54806 -0.66238
H 0.68276 3.13180 0.31503
H 1.15249 2.41452 1.81208
H -0.51153 2.94848 1.30721
H 4.15358 0.06895 0.11679
H 3.09083 1.04204 0.73482
H 3.54265 1.39394 -0.77899
H -3.45623 -2.28557 -0.15468
H -2.88276 -1.93345 1.46875
H -3.89580 -0.73668 0.62997

The total charge is 0. Its SMILES is CC1=C[C@H](N2C=C2C)CN(C)C(=O)S1.

Okay, here come the natural (NBO) numbers, in e, for every atom: atom 1 (C): -0.1513, atom 2 (C): -0.2138, atom 3 (C): -0.1070, atom 4 (C): 0.6097, atom 5 (C): -0.2098, atom 6 (C): -0.1607, atom 7 (C): 0.1900, atom 8 (C): -0.6394, atom 9 (C): -0.6553, atom 10 (C): -0.3963, atom 11 (N): -0.4411, atom 12 (N): -0.4587, atom 13 (O): -0.5949, atom 14 (S): 0.1599, atom 15 (H): 0.2247, atom 16 (H): 0.2215, atom 17 (H): 0.2395, atom 18 (H): 0.2238, atom 19 (H): 0.2126, atom 20 (H): 0.2147, atom 21 (H): 0.2083, atom 22 (H): 0.2335, atom 23 (H): 0.2318, atom 24 (H): 0.2234, atom 25 (H): 0.2275, atom 26 (H): 0.1955, atom 27 (H): 0.1775, atom 28 (H): 0.2345


Entry from the Open Molecules 2025 dataset: an isolated molecule of C10H14N2OS2 (wB97M-V/def2-TZVPD).

Geometry (Å):
C -3.34318 -0.25908 0.00637
C -2.83245 0.95876 0.55090
C -0.33367 -1.50673 0.15667
C -1.55429 0.87093 1.29666
C -0.22696 1.04746 0.56903
C 0.26358 -0.20791 -0.29981
C 2.16993 0.96700 -0.91402
C 2.00991 -1.43256 -1.33488
C 2.40088 -0.78081 1.00712
C 1.80212 -0.37508 -0.35003
N -3.72005 1.92284 0.43104
N -4.76386 1.74207 -0.23309
O -2.54714 -2.69572 0.81411
S -4.78015 0.22916 -0.92343
S -1.97543 -1.62620 0.00311
H -1.71541 1.65870 2.09466
H -1.60927 -0.15239 1.71611
H -0.21975 2.08650 0.04978
H 0.47269 1.07844 1.35798
H -0.03468 0.11020 -1.37606
H 1.66767 1.01144 -1.89403
H 3.21822 1.12945 -1.18183
H 1.99829 1.85969 -0.34387
H 3.04609 -1.51364 -1.57096
H 1.55387 -2.40688 -1.13374
H 1.41161 -1.20264 -2.26822
H 3.25264 -1.43470 0.70569
H 1.62151 -1.26380 1.55283
H 2.76725 0.18552 1.51191

The total charge is 0. Its SMILES is CC(C)(C)[C@H]1C#S(=O)c2snnc2CC1.

Okay, here come the natural (NBO) numbers, in e, for every atom: atom 1 (C): -0.4409, atom 2 (C): 0.0963, atom 3 (C): -0.2162, atom 4 (C): -0.4499, atom 5 (C): -0.3971, atom 6 (C): -0.3707, atom 7 (C): -0.6108, atom 8 (C): -0.6116, atom 9 (C): -0.6099, atom 10 (C): -0.0754, atom 11 (N): -0.2040, atom 12 (N): -0.3062, atom 13 (O): -0.9241, atom 14 (S): 0.6337, atom 15 (S): 1.3561, atom 16 (H): 0.2494, atom 17 (H): 0.2230, atom 18 (H): 0.2326, atom 19 (H): 0.2145, atom 20 (H): 0.2597, atom 21 (H): 0.2051, atom 22 (H): 0.2146, atom 23 (H): 0.2175, atom 24 (H): 0.2152, atom 25 (H): 0.2407, atom 26 (H): 0.2004, atom 27 (H): 0.2240, atom 28 (H): 0.2240, atom 29 (H): 0.2101


Ordered total energy results: -972.162271; -1370.298683; unit a.u..
Ordered F_max results: 0.11207; 0.09545; unit Eh/bohr.